Formula: C48H121N9O10
Source: the OMol25 dataset
Level of theory: wB97M-V/def2-TZVPD

HOMO energy (spin up / spin down) (eV): 0.667 / -6.156
⟨S²⟩: 0.7504
Spin multiplicity: 2
Total charge: -1
HOMO-LUMO gap (spin up / spin down) (eV): 1.4 / 8.2
Total energy (Ha): -3146.12909

Cartesian coordinates (Å):
C -5.21941 2.27472 0.03812
C -6.23830 1.16387 0.14542
C -5.58358 -0.22111 0.61073
O -4.45537 -0.58277 -0.21603
C -4.86585 -0.90054 -1.60774
N -7.19003 1.61469 1.17077
H -5.70947 3.23425 -0.12696
H -4.66774 2.10552 -0.88660
H -4.54679 2.35148 0.89241
H -6.71649 1.00849 -0.82169
H -6.33774 -0.98529 0.79881
H -5.12102 -0.08631 1.58847
H -5.44504 -0.14411 -2.13733
H -5.44192 -1.81816 -1.72698
H -3.91810 -0.91296 -2.14598
H -7.55637 0.75257 1.54845
H -6.71508 2.25152 1.79445
C -6.10764 -2.08067 4.79838
C -4.76777 -1.33437 4.98034
C -3.59382 -1.60296 3.87161
O -3.10172 -2.99695 3.62663
C -2.35615 -3.38863 4.80555
N -5.09056 0.07279 4.95664
H -6.05128 -3.15980 4.94127
H -6.42597 -2.04551 3.75649
H -6.74661 -1.69920 5.59480
H -4.51483 -1.47389 6.03137
H -2.77330 -0.88556 3.85870
H -4.03027 -1.29650 2.92098
H -2.09452 -4.43616 4.65607
H -2.96167 -3.58144 5.69114
H -1.50262 -2.78179 5.10779
H -5.12555 0.59276 4.09148
H -4.40008 0.62036 5.45010
C 5.00833 6.03862 3.92961
C 5.16381 5.01300 2.87188
C 3.88179 4.78029 2.17595
O 3.40480 5.85358 1.44394
C 2.32063 5.66298 0.51323
N 6.21249 5.52602 1.97709
H 4.46518 5.61278 4.77326
H 4.43108 6.84004 3.46851
H 6.00385 6.41554 4.16409
H 5.48008 4.05003 3.27284
H 3.10440 4.26900 2.74372
H 3.96270 4.11096 1.31948
H 1.74448 6.56660 0.31417
H 1.57452 5.06368 1.03501
H 2.60666 5.31461 -0.47920
H 6.41481 6.51440 1.92928
H 5.79274 5.35708 1.07411
C -1.48889 10.19235 -2.47844
C -2.34782 9.42701 -3.45276
C -2.44229 7.88279 -3.21030
O -1.13607 7.32865 -2.90306
C -1.00243 6.04495 -2.33327
N -3.64493 10.02566 -3.49848
H -0.53482 9.67914 -2.59871
H -1.90726 10.06005 -1.48066
H -1.41254 11.27057 -2.61883
H -1.97642 9.61304 -4.46052
H -2.77136 7.27805 -4.05534
H -3.02801 7.66991 -2.31603
H -1.25582 5.97453 -1.27547
H 0.07761 5.92112 -2.41254
H -1.51978 5.24808 -2.86754
H -3.81415 10.64049 -4.28172
H -3.77288 10.61393 -2.68752
C 2.35713 3.67228 -4.29336
C 2.04411 2.57070 -5.30851
C 2.95788 1.28954 -5.11898
O 4.33664 1.54880 -4.81186
C 5.14491 2.10302 -5.79744
N 0.64292 2.38742 -4.97114
H 2.37605 3.33881 -3.25579
H 1.65658 4.50591 -4.24440
H 3.33983 4.09489 -4.50262
H 2.18922 2.95374 -6.31863
H 2.94902 0.59709 -5.96073
H 2.54613 0.69113 -4.30629
H 6.14283 1.92550 -5.39650
H 4.92875 3.16947 -5.86111
H 5.10494 1.57368 -6.74944
H 0.16717 3.19319 -5.35127
H 0.37780 1.63928 -5.59573
C 3.46943 1.68970 4.46536
C 4.39246 0.50074 4.07962
C 4.64711 0.54496 2.58948
O 5.63572 -0.43101 2.19404
C 5.66624 -0.69954 0.83161
N 5.56004 0.72533 4.90257
H 3.24382 1.66512 5.53148
H 2.53705 1.44234 3.95785
H 3.87794 2.65200 4.15684
H 3.92990 -0.47350 4.23776
H 5.00344 1.50278 2.21037
H 3.70783 0.35623 2.06964
H 6.40807 -0.01641 0.41796
H 4.75855 -0.52348 0.25437
H 5.90081 -1.74964 0.65732
H 5.96555 1.64972 4.86853
H 5.41647 0.53138 5.88332
C 6.14311 -5.65465 -1.95169
C 4.76722 -5.21919 -1.40583
C 4.15010 -6.07168 -0.21809
O 3.22164 -5.10889 0.24940
C 2.30368 -5.51915 1.25010
N 5.05524 -3.79256 -0.94194
H 6.35744 -5.22683 -2.93105
H 6.14963 -6.70453 -2.24462
H 6.96677 -5.43797 -1.27146
H 3.96364 -5.21279 -2.14225
H 4.93765 -6.33870 0.48657
H 3.77580 -7.04166 -0.54545
H 2.75776 -5.95092 2.14200
H 1.57228 -6.24464 0.89398
H 1.81892 -4.58274 1.52619
H 4.20891 -3.69907 -0.39872
H 5.80326 -3.69094 -0.27096
C -3.59712 -5.97499 -2.29418
C -2.50292 -6.09626 -1.22435
C -3.04452 -6.99745 -0.11519
C -2.92267 -8.53587 -0.33403
C -1.51965 -8.89809 -0.90758
C -0.94411 -7.96027 -2.05168
N -1.20989 -6.56346 -1.75817
O -0.64779 -5.58103 -2.56838
C 0.59677 -8.16598 -1.97279
C -1.51537 -8.36379 -3.42500
C -2.41819 -4.67683 -0.58030
H -3.36879 -5.28410 -3.10574
H -4.55259 -5.52552 -2.02368
H -3.96778 -6.91936 -2.69279
H -2.65791 -6.73551 0.86970
H -4.11004 -6.87186 0.07718
H -3.57847 -8.81776 -1.15778
H -3.26636 -9.02597 0.57689
H -1.46597 -9.94819 -1.19482
H -0.87792 -8.87842 -0.02672
H 1.02502 -8.11189 -0.97191
H 0.82001 -9.17372 -2.32308
H 1.00747 -7.41379 -2.64633
H -1.25885 -7.58668 -4.14499
H -0.94420 -9.20178 -3.82454
H -2.58520 -8.56455 -3.48204
H -1.53710 -4.47731 0.02958
H -3.24170 -4.31543 0.03559
H -2.14222 -4.00794 -1.39549
H -0.64493 -4.87161 -1.92161
C 0.36469 2.46179 -0.61591
C -0.30906 1.16826 -1.16165
C 0.65779 0.39081 -2.09321
C 1.78105 -0.38797 -1.37988
C 1.11548 -1.23363 -0.29571
C 0.05256 -0.56169 0.69115
N -0.91074 0.29334 -0.11629
O -2.00888 0.76352 0.71830
C -0.64588 -1.68299 1.43044
C 0.81072 0.25442 1.77691
C -1.49281 1.68207 -1.94098
H 0.74598 3.25844 -1.25470
H 1.13312 2.18451 0.10571
H -0.35683 2.96868 0.02485
H 0.05169 -0.40538 -2.52545
H 1.09230 1.06767 -2.82885
H 2.46253 0.35193 -0.96007
H 2.41664 -0.96319 -2.05313
H 1.79584 -1.79516 0.34451
H 0.48890 -2.00772 -0.73875
H -0.97302 -1.41904 2.43613
H -1.59378 -1.98294 0.98366
H -0.06588 -2.60223 1.51220
H 1.17240 -0.35162 2.60758
H 1.60427 0.90750 1.41379
H 0.08801 0.95286 2.19880
H -2.18477 0.92170 -2.30311
H -1.23426 2.24556 -2.83748
H -2.27692 2.21688 -1.40500
H -2.77159 0.40966 0.25501
C -1.04424 3.37871 3.43461
C -2.34024 2.61813 3.35805
O -3.21998 3.06695 4.35218
H -0.37030 2.65432 2.97727
H -0.71471 3.60330 4.44905
H -1.13411 4.33461 2.91859
H -2.16080 1.54302 3.35179
H -2.83769 2.80341 2.40605
H -3.67164 3.82486 3.97381

Force components x, y, z for each atom (eV/Å):
0.268 -0.250 -1.329
0.660 -0.484 1.475
0.977 1.948 -0.408
-2.109 -0.579 -1.450
1.100 0.580 0.585
-0.284 -0.844 -1.425
-0.190 0.007 0.229
0.588 0.102 0.143
0.020 -0.147 -0.004
-0.254 0.089 0.093
-0.130 -0.442 -0.732
-0.036 0.413 0.138
-0.124 0.518 0.591
0.301 -0.310 0.493
-0.058 -0.530 -0.012
-0.358 0.521 1.082
-0.245 -0.510 0.545
1.272 -0.920 -0.269
0.595 -0.126 -1.132
-1.365 -1.344 -0.434
0.083 2.302 2.370
-0.859 -1.615 -0.454
0.275 1.492 0.478
0.481 -0.177 0.326
-0.604 0.764 0.136
-0.453 0.192 -0.672
0.758 -0.476 -0.175
0.425 -0.130 1.150
-0.537 -0.453 -0.149
0.822 0.106 -0.615
-0.689 0.943 0.189
0.020 0.228 -0.518
-0.279 -0.682 -0.718
0.154 -0.046 0.414
-0.379 0.327 0.579
1.068 1.067 0.010
-1.605 -2.166 -2.877
-0.807 3.475 -0.479
-0.202 -0.144 1.393
-0.225 -1.363 -1.455
0.142 0.387 0.312
-0.049 0.241 0.336
-0.178 -0.012 0.591
0.142 -0.099 0.082
-0.157 0.393 0.840
1.095 -1.494 0.303
0.678 0.613 0.376
-0.053 -0.741 -0.475
0.358 -0.625 0.218
-0.517 0.218 0.873
0.645 -0.101 -0.681
0.637 -1.290 0.248
0.060 0.141 -1.274
1.451 -0.639 1.228
-0.044 1.273 -0.350
0.491 0.427 -0.280
-2.008 0.329 0.364
0.441 0.503 0.810
0.270 -0.239 0.266
-0.047 -0.137 -0.607
0.639 -0.494 -0.088
-0.706 0.562 -0.219
-0.680 0.257 -0.133
-0.354 0.269 0.175
0.024 -0.613 0.095
-0.111 -0.005 -0.219
0.239 -0.252 -0.199
-0.278 -0.140 0.201
1.915 0.480 0.149
0.990 0.968 1.583
-0.167 0.619 0.168
-1.585 -0.632 0.838
0.328 -0.105 0.522
-0.192 -1.804 -1.324
0.084 -0.584 -0.094
-0.272 -0.117 -0.688
0.168 0.238 0.183
0.067 0.061 -0.227
-0.296 0.257 -0.591
0.221 0.242 0.329
0.225 0.435 -0.228
0.248 0.139 -0.560
-0.358 0.116 -0.297
-0.312 0.259 0.126
-1.021 -0.533 0.043
-1.280 -1.819 -0.863
0.113 2.377 0.569
1.180 -0.563 -0.802
-1.463 -0.070 1.413
0.420 0.373 -0.735
1.764 -1.404 0.310
0.223 0.122 -0.006
-0.532 0.863 -0.123
-0.031 -0.166 0.018
0.123 0.041 0.622
0.027 0.533 0.317
-0.181 -0.182 -0.017
0.324 -0.298 -0.596
-0.539 0.150 0.376
0.381 0.146 0.121
-0.282 0.110 -0.479
-0.271 -0.191 -0.102
-0.944 -1.168 -0.915
2.371 0.485 1.120
1.355 1.457 -1.252
-0.582 -1.659 0.830
-0.050 0.471 -0.072
-1.971 -1.163 -0.816
-0.087 0.749 0.236
0.089 -0.466 0.550
-0.176 -0.062 0.063
0.320 0.387 -0.293
0.064 0.393 0.620
-0.794 0.159 -0.281
0.449 0.053 0.029
-0.125 0.036 -0.303
-0.308 -0.238 0.175
-0.072 1.286 0.274
0.372 -0.724 -0.016
-0.995 0.228 -1.017
-1.710 0.322 0.573
-0.117 -1.745 0.725
0.641 1.118 -1.985
-0.302 0.666 1.421
-0.177 -0.661 0.942
-1.358 -0.252 3.288
0.156 -0.212 -0.933
-0.771 -0.080 -0.993
1.146 -0.006 -0.508
1.917 0.259 -0.811
0.779 -0.382 -0.313
0.077 0.179 1.208
0.600 -0.274 -0.231
0.764 0.000 -0.077
-0.197 0.635 -0.569
-0.686 0.031 0.192
0.474 -0.375 -0.125
-0.172 0.040 -0.552
0.579 0.412 -0.127
-0.342 0.479 0.022
0.134 0.010 -0.275
0.538 -0.178 0.115
-0.301 0.358 0.042
-0.281 -0.496 0.174
0.109 0.038 0.278
0.268 -0.866 0.619
-0.343 -0.313 -0.583
-1.081 0.670 -0.174
0.710 0.474 -0.274
-0.002 -0.380 1.788
-0.656 1.858 0.357
-0.134 -1.110 0.776
-0.687 1.112 1.016
-1.277 -0.185 0.521
1.288 1.171 -0.446
1.310 -2.362 0.434
1.984 0.544 -0.661
-1.372 -0.435 0.129
-0.614 0.686 -0.123
-1.652 -0.211 -1.407
-0.013 -0.566 -0.700
0.423 0.164 -0.324
-0.365 0.035 0.020
-0.198 0.239 -0.718
-0.548 0.004 -0.052
0.177 0.047 0.421
-0.349 -0.256 -0.143
0.338 0.205 0.066
0.138 -0.196 -0.623
0.318 0.257 0.134
0.020 0.065 -0.533
0.369 0.152 -0.017
0.143 -0.230 -0.163
0.200 -0.378 -0.167
-0.166 -0.104 0.192
0.544 -0.961 -0.344
0.322 0.184 0.169
0.785 0.754 0.711
-0.483 -0.350 -0.202
0.204 -0.500 -0.353
-0.167 0.611 -0.607
-0.929 -0.392 0.942
0.806 0.855 -0.256
-0.161 -0.350 0.107
0.322 -0.102 -0.265
-0.262 -0.093 0.684
0.328 -0.096 -0.409
-0.177 0.113 0.181